Density functional theory data (ωB97M-V with the def2-TZVPD basis set) for one molecule with the formula C6H15N.

CARTESIAN COORDINATES (ANGSTROEM)
C 2.4294 -1.7765 0.2686
C 1.6223 -1.1377 -0.8822
C 0.1563 -0.9345 -0.5264
C -0.0245 0.0956 0.6343
C -0.4933 1.4497 0.0984
C -1.9443 1.5596 -0.3223
N -2.9405 1.5126 0.7578
H 1.7587 -2.3521 0.8986
H 2.9956 -1.0411 0.8379
H 3.1748 -2.4673 -0.1314
H 1.6952 -1.8920 -1.6753
H 1.9767 -0.2112 -1.3423
H -0.2493 -1.8976 -0.2176
H -0.3558 -0.6439 -1.4447
H -0.8422 -0.3093 1.2159
H 0.9543 0.1660 1.0795
H 0.1040 1.6545 -0.7931
H -0.1753 2.2440 0.7832
H -2.0336 2.4426 -0.9344
H -2.2571 0.7555 -0.9990
H -2.8665 0.6074 1.2097
H -2.6850 2.1758 1.4847

* HOMO energy: -9.39 eV
* relative energy (zero: lowest compared OMol25 entry of this formula, charge and spin): 18.0 kcal per mole
* E_tot: -7954.9874 eV
* SMILES string: CCCCCCN
* gap between HOMO and LUMO: 10.5 eV
* LUMO: 1.1 eV


Density functional theory data (ωB97M-V with the def2-TZVPD basis set) for C20H30FN4OSZr as an isolated structure.

CARTESIAN COORDINATES (ANGSTROEM)
Zr -0.6673 0.6290 0.0310
C 1.3341 1.8472 -1.9300
C 1.3269 0.3479 -2.2750
C -0.0601 -0.0750 -2.7738
C 2.0057 -0.4264 -1.1409
C 3.3928 -0.3708 -1.1142
C 4.1090 -0.9624 -0.0898
C 3.4521 -1.5846 0.9661
C 2.0721 -1.6482 1.0126
C 1.3838 -2.2890 2.2035
C 1.7563 -1.5381 3.4933
C 1.7576 -3.7682 2.3608
C 1.3510 -1.0908 -0.0765
N -0.0724 -1.2038 -0.1166
C -0.8206 -2.3476 -0.3811
C -0.4027 -3.6598 -0.5372
C -1.3671 -4.6419 -0.7334
C -2.7216 -4.3350 -0.7729
C -3.1639 -3.0165 -0.6420
C -2.1775 -2.1000 -0.4691
F -2.4506 -0.6797 -0.3455
H 0.7660 2.4441 -2.6450
H 2.3517 2.2374 -1.8988
H 0.9973 2.0834 -0.8970
H 1.9856 0.2272 -3.1353
H -0.9334 0.3903 -2.2429
H -0.2286 -1.1483 -2.7984
H -0.2184 0.3249 -3.7758
H 3.9248 0.1242 -1.9184
H 5.1907 -0.9362 -0.1083
H 4.0347 -2.0249 1.7651
H 0.3020 -2.2203 2.0652
H 2.8036 -1.7030 3.7467
H 1.1548 -1.9038 4.3254
H 1.6177 -0.4587 3.4046
H 2.8232 -3.8791 2.5641
H 1.5205 -4.3525 1.4730
H 1.2148 -4.1981 3.2023
H 0.6515 -3.9026 -0.5119
H -1.0550 -5.6705 -0.8533
H -3.4487 -5.1220 -0.9158
H -4.2114 -2.7519 -0.6875
O -1.5576 0.4950 2.0496
S -0.3678 1.2231 2.6858
N 0.5142 1.7174 1.5978
N -2.2425 6.4702 -0.2007
C -2.7934 5.0693 -0.2395
C -1.6738 4.0160 -0.2595
N -2.2190 2.6369 -0.2717
H -3.0070 7.1546 -0.1799
H -1.6714 6.6893 -1.0225
H -1.6694 6.6420 0.6310
H -3.4187 4.9962 -1.1280
H -3.4282 4.9516 0.6376
H -1.0328 4.1253 0.6162
H -1.0556 4.1466 -1.1487
H -2.7924 2.5037 -1.1049
H -2.8655 2.5168 0.5098

* HOMO energy: -16.69 eV
* relative energy (zero: lowest compared OMol25 entry of this formula, charge and spin): 6.0 kcal per mole
* E_tot: -44042.5651 eV
* charge: +3
* gap between HOMO and LUMO: 6.6 eV
* LUMO: -10.1 eV


Density functional theory data (ωB97M-V with the def2-TZVPD basis set) for a 2-piece molecular cluster, C5H7F3N2O2 overall.

CARTESIAN COORDINATES (ANGSTROEM)
C -3.6965 1.4287 0.1894
C -0.5623 0.0439 -0.4743
C 1.4812 -1.4177 1.2452
C 1.7803 -0.6721 -0.0837
C 2.3460 0.7099 0.0945
N -0.7336 -0.6589 -1.5612
N -2.9166 0.6610 -0.4811
O 1.7672 -1.2565 -1.1371
O -1.5853 0.5874 0.0770
F 2.1050 1.1144 1.3312
F 1.7818 1.5788 -0.7191
F 3.6736 0.8918 -0.1085
H -4.7663 1.4792 -0.1392
H -3.4209 1.7398 1.2745
H 0.8212 -0.7679 1.7477
H 2.2162 -1.6072 1.9192
H 1.1177 -2.3448 0.8882
H -1.5777 -0.6181 -2.0352
H 0.1691 -0.8918 -2.0274

* HOMO energy: -8.88 eV
* relative energy (zero: lowest compared OMol25 entry of this formula, charge and spin): 90.0 kcal per mole
* E_tot: -20521.9649 eV
* gap between HOMO and LUMO: 9.4 eV
* LUMO: 0.5 eV


Density functional theory data (ωB97M-V with the def2-TZVPD basis set) for a 2-piece molecular cluster, C7H12BNO3S overall.

CARTESIAN COORDINATES (ANGSTROEM)
B -1.5289 -0.8161 -0.2210
C 2.0072 -0.8526 -1.6850
C 0.6410 -0.7012 -1.4954
C 2.7421 -0.6603 -0.4236
C 0.8432 -0.9315 1.0117
C 0.0681 -0.6655 -0.2160
C 1.1100 -0.4763 3.2667
C -1.9273 2.0824 -1.3594
N 2.3094 -0.8009 0.8114
O -2.2524 -0.8921 0.9150
O -2.1803 -0.7798 -1.4160
O 0.3495 -0.2938 2.0854
S -0.4138 1.9985 -0.3732
H 2.5398 -0.8609 -2.5651
H -0.1469 -0.5204 -2.2252
H 3.7574 -0.6892 -0.4355
H 0.6228 -2.0004 1.1698
H 1.1399 -1.5715 3.5414
H 0.4727 0.0713 4.0046
H 2.1462 -0.1285 2.9315
H -2.4153 3.0597 -1.1864
H -2.5438 1.3615 -0.9750
H -1.7344 1.9981 -2.4354
H -3.1865 -0.6998 1.0253
H -3.1221 -0.7888 -1.4564

* HOMO energy (spin up / spin down): -7.88 / -7.88 eV
* relative energy (zero: lowest compared OMol25 entry of this formula, charge and spin): 61.2 kcal per mole
* E_tot: -26596.0581 eV
* gap between HOMO and LUMO (spin up / spin down): 6.4 / 6.4 eV
* LUMO (spin up / spin down): -1.5 / -1.5 eV


Density functional theory data (ωB97M-V with the def2-TZVPD basis set) for C3H5NO2 as an isolated structure.

CARTESIAN COORDINATES (ANGSTROEM)
N 1.4914 -0.6932 0.1223
C 0.3262 -0.3323 -0.4063
C -0.9888 -0.5174 0.2987
O -1.7238 0.5906 -0.0250
C -0.4040 1.7762 -0.2334
O -0.7085 2.9044 -0.3165
H 1.5687 -0.7368 1.1293
H 2.3463 -0.5367 -0.3899
H 0.2810 -0.3041 -1.4919
H -1.4198 -1.4839 -0.0607
H -0.7975 -0.6884 1.3839

* HOMO energy: -8.29 eV
* relative energy (zero: lowest compared OMol25 entry of this formula, charge and spin): 79.3 kcal per mole
* E_tot: -8774.2557 eV
* gap between HOMO and LUMO: 8.6 eV
* LUMO: 0.3 eV


Density functional theory data (ωB97M-V with the def2-TZVPD basis set) for one molecule with the formula C5H10O.

CARTESIAN COORDINATES (ANGSTROEM)
C -1.1354 1.5815 2.1643
O -0.0501 1.3955 1.2384
C -0.3764 0.6632 0.2051
C -0.1875 -1.7341 -1.3645
C 0.8371 0.4934 -0.6665
C 1.0653 -1.0233 -0.8646
H -0.6852 1.7491 3.1455
H -1.7184 2.4525 1.8505
H -1.7623 0.6860 2.1460
H -0.4839 -1.3269 -2.3388
H -0.0307 -2.8122 -1.4694
H -1.0218 -1.5532 -0.6821
H 0.5726 0.9299 -1.6418
H 1.7346 1.0065 -0.2857
H 1.3920 -1.4551 0.0919
H 1.8913 -1.1798 -1.5719

* HOMO energy: -8.25 eV
* relative energy (zero: lowest compared OMol25 entry of this formula, charge and spin): 68.5 kcal per mole
* E_tot: -7391.7970 eV
* gap between HOMO and LUMO: 9.3 eV
* LUMO: 1.0 eV


Density functional theory data (ωB97M-V with the def2-TZVPD basis set) for a 2-piece molecular cluster, Br3H3Si2 overall.

CARTESIAN COORDINATES (ANGSTROEM)
Si 1.1546 0.1734 0.2162
Si -0.9872 -0.0523 -0.5885
Br 2.4418 -1.4365 -0.6158
Br -2.0177 1.9015 -0.2308
Br -2.1239 -1.6316 0.4839
H 0.8753 -0.0500 2.6650
H 1.8868 1.4234 0.0734
H -1.2298 -0.3277 -2.0033

* HOMO energy: -9.45 eV
* relative energy (zero: lowest compared OMol25 entry of this formula, charge and spin): 60.7 kcal per mole
* E_tot: -225931.8078 eV
* gap between HOMO and LUMO: 8.2 eV
* LUMO: -1.2 eV


Density functional theory data (ωB97M-V with the def2-TZVPD basis set) for one molecule with the formula C17H21N3O2.

CARTESIAN COORDINATES (ANGSTROEM)
C 5.1095 -0.1354 1.9536
C 3.7938 -0.7361 1.4697
H 3.4409 -0.1536 0.6157
C 2.7182 -0.7395 2.5727
C 1.4295 -0.0629 2.1275
O 0.9763 0.8746 2.7527
C 0.7311 -0.5837 0.9497
C 1.0746 -1.5895 0.0560
N 0.0978 -1.6939 -0.8556
C -0.8944 -0.7883 -0.5951
C -0.5235 -0.0805 0.5232
H -1.0503 0.7110 1.0172
C -2.0508 -0.7537 -1.4992
O -2.1053 -1.4811 -2.4803
N -3.0296 0.1129 -1.1576
H -2.8964 0.7211 -0.3666
C -4.2018 0.3187 -1.9772
C -4.1648 1.6513 -2.6816
N -5.2034 2.4515 -2.4908
C -5.2095 3.6314 -3.0867
C -4.1783 4.0825 -3.8950
C -3.0879 3.2477 -4.0906
C -3.0785 2.0084 -3.4755
H -2.2562 1.3218 -3.6061
H -2.2617 3.5575 -4.7144
H -4.2262 5.0558 -4.3575
H -6.0843 4.2406 -2.8999
H -4.2082 -0.4920 -2.7129
H -5.1057 0.2660 -1.3653
H 0.0452 -2.3277 -1.6399
H 1.9444 -2.2127 0.0110
H 3.0821 -0.1439 3.4172
C 2.3834 -2.1405 3.1083
C 3.5545 -2.7768 3.8474
H 3.2631 -3.7462 4.2456
H 3.8691 -2.1473 4.6766
H 4.4028 -2.9233 3.1837
H 2.0720 -2.7886 2.2873
H 1.5375 -2.0520 3.7948
H 3.9747 -1.7550 1.1219
H 5.5031 -0.6931 2.7997
H 4.9636 0.8977 2.2605
H 5.8496 -0.1534 1.1561

* HOMO energy: -8.94 eV
* relative energy (zero: lowest compared OMol25 entry of this formula, charge and spin): 18.5 kcal per mole
* E_tot: -26536.0465 eV
* SMILES string: CCC(CC)C(=O)c1c[nH]c(C(=O)NCc2ccccn2)c1
* gap between HOMO and LUMO: 9.6 eV
* LUMO: 0.6 eV